The following is a DFT calculation (wB97M-V/def2-TZVPD) of the ion C3H7N2O2 with charge -1 in a non-equilibrium geometry.

```
! RIJCOSX wB97M-V def2-TZVPD def2/J DEFGRID3
* xyz -1 1
O -0.684 1.293 0.985
C 0.375 0.447 0.624
N 0.731 0.621 -0.907
C -0.505 1.006 -1.594
O -0.489 1.117 -2.957
C -0.089 -0.949 1.028
N 0.911 -1.964 0.824
H 1.298 0.593 1.286
H -0.801 1.995 -1.110
H -1.277 0.305 -1.210
H -1.026 -1.027 0.435
H -0.486 -0.613 2.111
H 1.002 -0.347 -1.214
H 1.040 -2.474 1.698
*
```

Summary:
DFT total energy, eV: -10293.65760
LUMO energy, eV: 1.1
Kohn-Sham gap, Eh: 0.167
Energy above the lowest of the compared OMol25 structures with the same formula, charge and spin, kJ/mol: 769.7

***

The following is a DFT calculation (wB97M-V/def2-TZVPD) of a cluster of 16 separate species, C30H99O37P7 in total in a non-equilibrium geometry.

```
! RIJCOSX wB97M-V def2-TZVPD def2/J DEFGRID3
* xyz 0 1
C -1.066 -9.851 -16.449
O -1.142 -11.274 -16.582
H -0.132 -9.469 -16.038
H -0.986 -9.414 -17.444
H -1.899 -9.444 -15.875
H -0.552 -11.642 -15.920
C 5.658 -14.142 -20.270
O 4.864 -15.134 -19.644
H 4.935 -13.442 -20.687
H 6.273 -13.687 -19.494
H 6.418 -14.423 -21.000
H 4.682 -15.771 -20.339
C 2.717 -10.160 -24.324
O 3.285 -8.855 -24.168
H 2.779 -10.694 -23.375
H 1.697 -10.240 -24.700
H 3.370 -10.742 -24.974
H 2.681 -8.274 -23.699
C 1.729 -6.971 -20.971
O 1.017 -6.972 -22.191
H 0.896 -6.870 -20.277
H 2.106 -7.943 -20.652
H 2.569 -6.276 -20.966
H 0.062 -7.015 -22.098
C 8.411 -10.354 -20.579
O 8.096 -9.747 -21.857
H 7.676 -11.145 -20.428
H 9.444 -10.700 -20.591
H 8.269 -9.637 -19.770
H 7.568 -8.956 -21.729
C 5.550 -6.423 -21.134
O 6.777 -7.028 -20.694
H 5.570 -6.284 -22.215
H 4.717 -7.079 -20.882
H 5.322 -5.378 -20.925
H 6.694 -7.052 -19.738
C 6.403 -11.718 -17.576
O 6.149 -10.401 -17.060
H 7.419 -11.886 -17.934
H 6.257 -12.417 -16.753
H 5.559 -11.999 -18.206
H 6.698 -10.215 -16.295
C -3.186 -13.620 -18.266
O -2.135 -12.747 -18.571
H -4.104 -13.076 -18.043
H -3.248 -14.427 -18.996
H -2.787 -14.247 -17.468
H -1.691 -12.446 -17.775
C -2.080 -11.099 -21.690
O -2.932 -11.132 -20.568
H -1.136 -10.594 -21.485
H -1.835 -12.116 -21.995
H -2.543 -10.746 -22.612
H -2.622 -11.661 -19.829
C 1.440 -13.631 -11.826
O 1.815 -14.106 -13.129
P 0.998 -13.815 -14.406
O 0.902 -12.374 -14.820
O 1.586 -14.791 -15.566
C 0.901 -15.027 -16.794
O -0.473 -14.490 -14.167
C -1.615 -13.679 -14.079
H 2.284 -13.131 -11.351
H 0.948 -14.308 -11.127
H 0.633 -12.923 -12.016
H -0.104 -14.607 -16.799
H 0.856 -16.109 -16.915
H 1.518 -14.664 -17.617
H -2.092 -13.598 -15.056
H -1.554 -12.636 -13.770
H -2.211 -14.061 -13.250
C -1.450 -17.755 -18.676
O -1.224 -16.819 -19.659
P -1.950 -16.992 -21.157
O -1.788 -18.364 -21.769
O -3.502 -16.502 -20.892
C -4.445 -16.434 -21.992
O -1.402 -15.724 -22.060
C -1.215 -15.729 -23.447
H -0.546 -18.242 -18.310
H -2.129 -18.584 -18.875
H -1.930 -17.201 -17.869
H -4.951 -15.473 -21.897
H -5.259 -17.154 -21.907
H -3.871 -16.554 -22.910
H -2.011 -15.131 -23.891
H -1.105 -16.789 -23.677
H -0.225 -15.297 -23.589
C 6.446 -13.607 -11.903
O 6.893 -13.002 -13.083
P 6.412 -11.536 -13.511
O 7.064 -10.946 -14.652
O 4.828 -11.648 -13.726
C 4.034 -10.575 -14.086
O 6.681 -10.675 -12.109
C 7.932 -10.106 -11.818
H 5.487 -13.121 -11.726
H 7.136 -13.444 -11.075
H 6.208 -14.665 -12.015
H 4.452 -9.674 -14.533
H 3.277 -10.338 -13.339
H 3.537 -11.030 -14.943
H 8.751 -10.427 -12.462
H 8.208 -10.379 -10.799
H 7.859 -9.019 -11.817
C 3.378 -17.395 -25.819
O 2.889 -17.623 -24.562
P 2.901 -16.390 -23.491
O 4.158 -16.267 -22.645
O 1.548 -16.678 -22.521
C 1.619 -17.023 -21.196
O 2.455 -15.074 -24.416
C 2.124 -13.806 -23.882
H 2.619 -17.463 -26.598
H 4.184 -18.075 -26.095
H 3.732 -16.368 -25.906
H 2.549 -16.958 -20.632
H 1.286 -18.052 -21.060
H 1.008 -16.392 -20.551
H 1.039 -13.696 -23.883
H 2.534 -13.019 -24.514
H 2.415 -13.714 -22.835
C 3.390 -6.512 -26.478
O 4.470 -6.104 -27.285
P 5.935 -5.810 -26.640
O 6.076 -4.844 -25.531
O 6.738 -5.276 -28.006
C 7.809 -4.414 -27.800
O 6.664 -7.253 -26.465
C 6.100 -8.279 -25.568
H 3.668 -6.188 -25.475
H 3.310 -7.598 -26.424
H 2.493 -5.908 -26.613
H 8.225 -4.452 -26.793
H 7.430 -3.395 -27.887
H 8.616 -4.439 -28.531
H 6.872 -8.984 -25.260
H 5.268 -8.883 -25.930
H 5.798 -7.908 -24.588
C 0.296 -6.548 -14.241
O 1.109 -6.891 -15.275
P 1.550 -5.802 -16.427
O 0.442 -5.042 -17.118
O 2.684 -4.926 -15.617
C 2.753 -3.598 -15.745
O 2.456 -6.799 -17.351
C 3.440 -7.541 -16.865
H 0.469 -7.405 -13.590
H -0.747 -6.309 -14.448
H 0.674 -5.607 -13.840
H 3.196 -3.333 -14.785
H 1.854 -3.036 -16.000
H 3.407 -3.163 -16.501
H 4.391 -7.388 -17.376
H 3.355 -8.626 -16.914
H 3.687 -7.298 -15.832
C 4.831 -10.100 -21.586
O 3.918 -11.153 -21.492
P 2.519 -11.195 -20.614
O 1.399 -10.232 -21.006
O 2.070 -12.787 -20.627
C 0.690 -13.145 -20.599
O 2.910 -10.966 -19.041
C 2.128 -11.094 -17.950
H 5.699 -10.250 -20.943
H 4.291 -9.202 -21.283
H 5.197 -9.976 -22.605
H 0.063 -12.385 -20.133
H 0.625 -14.120 -20.116
H 0.267 -13.164 -21.603
H 1.940 -10.090 -17.571
H 2.532 -11.654 -17.106
H 1.070 -11.314 -18.094
*
```

Summary:
DFT total energy, eV: -173501.00751
LUMO energy, eV: 0.1
Kohn-Sham gap, Eh: 0.348
Energy above the lowest of the compared OMol25 structures with the same formula, charge and spin, kJ/mol: 407.2

***

The following is a DFT calculation (wB97M-V/def2-TZVPD) of a structure of composition C10H20O18RbS3 in a non-equilibrium geometry.

```
! RIJCOSX wB97M-V def2-TZVPD def2/J DEFGRID3
* xyz -3 1
Rb 0.966 0.506 0.895
S 4.487 -0.953 2.525
O 3.919 -2.260 3.007
O 3.345 0.004 2.285
O 5.365 -0.427 3.616
O 5.220 -1.120 1.252
S 0.397 3.969 1.600
O -0.044 3.615 0.201
O 1.848 4.283 1.509
O -0.326 5.151 2.138
O 0.197 2.798 2.506
C -1.971 -4.982 3.655
C -1.696 -3.626 3.037
O -0.885 -2.919 3.964
C -0.268 -1.816 3.485
O -0.428 -1.403 2.357
O 0.485 -1.319 4.419
C 1.030 0.009 4.224
H -1.914 -4.895 4.738
H -1.113 -5.602 3.374
H -2.871 -5.486 3.317
H -2.594 -3.039 2.813
H -1.164 -3.689 2.085
H 0.390 0.636 3.603
H 2.051 -0.050 3.834
H 1.074 0.491 5.202
C 0.276 2.105 -5.772
C 1.477 2.231 -4.874
O 1.151 2.046 -3.500
C 1.122 0.836 -2.962
O 0.614 0.630 -1.891
O 1.768 -0.087 -3.682
C 2.051 -1.292 -2.963
H -0.464 2.896 -5.653
H -0.221 1.136 -5.824
H 0.654 2.241 -6.800
H 1.895 3.232 -4.957
H 2.248 1.525 -5.177
H 2.562 -1.073 -2.026
H 2.656 -1.926 -3.603
H 1.133 -1.829 -2.716
C -2.263 0.828 -0.418
C -2.557 1.778 -1.559
O -3.325 0.918 -2.458
S -4.381 0.151 -1.564
O -4.679 -1.085 -2.188
O -5.453 1.005 -1.204
O -3.420 -0.097 -0.348
H -2.060 1.169 0.589
H -1.487 0.130 -0.735
H -1.620 2.023 -2.045
H -3.178 2.633 -1.314
*
```

Summary:
DFT total energy, eV: -80709.16678
LUMO energy, eV: 5.0
Kohn-Sham gap, Eh: 0.130
Energy above the lowest of the compared OMol25 structures with the same formula, charge and spin, kJ/mol: 38.7

***

The following is a DFT calculation (wB97M-V/def2-TZVPD) of an isolated molecule of C16H15N3O3S2 in a non-equilibrium geometry.

```
! RIJCOSX wB97M-V def2-TZVPD def2/J DEFGRID3
* xyz 0 1
C -6.939 -1.428 -1.568
O -5.944 -0.748 -0.819
C -5.003 -1.522 -0.266
O -4.972 -2.725 -0.359
C -4.008 -0.739 0.470
C -2.898 -1.175 1.154
C -2.277 -0.020 1.662
C -3.052 1.039 1.259
C -2.862 2.491 1.449
S -2.371 3.311 -0.142
C -1.035 2.306 -0.593
N -0.839 1.872 -1.779
N 0.262 1.161 -1.941
C 0.963 1.022 -0.858
N 2.125 0.363 -0.794
C 2.796 0.036 0.442
C 4.249 -0.266 0.189
C 4.851 -1.385 0.746
C 6.189 -1.650 0.510
C 6.934 -0.802 -0.290
C 6.339 0.316 -0.850
C 5.004 0.585 -0.610
S 0.262 1.832 0.546
O -4.097 0.606 0.540
H -6.483 -1.969 -2.400
H -7.469 -2.143 -0.935
H -7.617 -0.662 -1.935
H -2.586 -2.192 1.262
H -1.386 0.030 2.254
H -2.091 2.692 2.190
H -3.793 2.990 1.716
H 2.376 -0.163 -1.618
H 2.314 -0.819 0.937
H 2.706 0.902 1.109
H 4.271 -2.052 1.368
H 6.648 -2.524 0.948
H 7.977 -1.011 -0.477
H 6.917 0.982 -1.474
H 4.539 1.458 -1.043
*
```

Summary:
DFT total energy, eV: -49117.62832
LUMO energy, eV: 0.4
Kohn-Sham gap, Eh: 0.316
Structure (SMILES): COC(=O)c1ccc(CSc2nnc(NCc3ccccc3)s2)o1
Energy above the lowest of the compared OMol25 structures with the same formula, charge and spin, kJ/mol: 172.2

***

The following is a DFT calculation (wB97M-V/def2-TZVPD) of a cluster of 3 separate species, C16H30F5O6P in total in a non-equilibrium geometry.

```
! RIJCOSX wB97M-V def2-TZVPD def2/J DEFGRID3
* xyz 0 1
C -1.141 6.750 -2.603
C -0.523 5.578 -2.511
P 0.291 3.982 -1.859
C 0.611 4.090 0.013
F 2.064 3.980 0.186
F -0.017 2.933 0.645
C 0.129 5.458 0.720
F 1.000 6.518 0.265
F -1.247 5.784 0.525
F 0.286 5.249 2.155
H -1.454 7.865 -2.534
H 1.585 3.933 -2.516
C 5.121 1.480 0.104
O 4.275 0.526 0.717
C 2.895 0.861 0.693
C 2.029 -0.289 0.171
O 2.212 -0.656 -1.197
C 3.481 -1.193 -1.575
C 3.865 -2.537 -0.950
O 4.082 -2.423 0.454
C 3.370 -3.376 1.226
H 5.475 2.195 0.854
H 5.987 0.954 -0.310
H 4.629 2.010 -0.716
H 2.709 1.756 0.087
H 2.599 1.082 1.723
H 0.985 0.032 0.247
H 2.104 -1.167 0.811
H 4.262 -0.447 -1.436
H 3.418 -1.350 -2.657
H 4.814 -2.868 -1.389
H 3.097 -3.285 -1.181
H 2.398 -3.619 0.791
H 3.202 -2.949 2.219
H 3.970 -4.284 1.333
C -1.032 -3.059 0.270
O -2.125 -2.498 0.971
C -2.021 -1.101 1.205
C -3.285 -0.346 0.784
O -3.585 -0.333 -0.612
C -3.898 -1.580 -1.234
C -5.176 -2.277 -0.758
O -5.061 -2.725 0.590
C -6.136 -2.324 1.424
H -0.286 -3.425 0.984
H -1.398 -3.907 -0.316
H -0.569 -2.349 -0.423
H -1.154 -0.670 0.689
H -1.876 -0.965 2.281
H -3.141 0.704 1.058
H -4.154 -0.672 1.354
H -3.038 -2.247 -1.196
H -4.038 -1.347 -2.295
H -5.336 -3.171 -1.374
H -6.033 -1.607 -0.890
H -6.524 -1.339 1.154
H -5.766 -2.274 2.452
H -6.936 -3.067 1.375
*
```

Summary:
DFT total energy, eV: -52230.41557
LUMO energy, eV: -0.1
Kohn-Sham gap, Eh: 0.327
Structure (SMILES): C#CPC(F)(F)C(F)(F)F.COCCOCCOC.COCCOCCOC

***

The following is a DFT calculation (wB97M-V/def2-TZVPD) of a structure of composition C11H29Ag3NO11P in a non-equilibrium geometry.

```
! RIJCOSX wB97M-V def2-TZVPD def2/J DEFGRID3
* xyz 2 1
Ag -7.817 -0.355 0.997
Ag -2.155 2.419 3.815
Ag -5.303 -2.788 5.665
N -3.118 -1.541 0.882
O -1.965 -1.406 1.186
O -3.763 -2.427 1.423
O -3.697 -0.838 0.033
C 3.652 0.717 3.375
O 4.560 1.544 2.730
P 4.099 2.923 1.985
O 2.727 3.307 2.366
O 5.146 4.025 2.322
C 5.153 4.450 3.677
O 4.385 2.528 0.468
C 3.496 3.066 -0.556
H 3.523 -0.279 2.950
H 2.725 1.249 3.587
H 3.976 0.508 4.395
H 6.145 4.445 4.128
H 4.688 3.701 4.318
H 4.658 5.416 3.785
H 3.081 3.999 -0.175
H 2.681 2.342 -0.552
H 3.871 3.245 -1.564
C -3.054 3.370 -4.702
O -3.020 4.717 -4.382
C -4.249 5.128 -3.813
C -4.368 6.486 -3.082
O -4.405 7.612 -3.954
C -4.581 8.845 -3.305
H -2.439 3.352 -5.602
H -4.017 2.995 -5.050
H -2.579 2.734 -3.956
H -4.683 4.430 -3.097
H -5.081 5.016 -4.507
H -3.488 6.489 -2.439
H -5.276 6.419 -2.483
H -3.871 8.962 -2.486
H -5.561 8.852 -2.830
H -4.361 9.639 -4.019
C 2.555 -9.965 1.523
O 3.329 -8.816 1.441
C 3.020 -8.019 0.332
C 1.578 -7.370 0.431
O 0.751 -8.427 -0.054
C -0.635 -8.100 -0.203
H 2.968 -10.553 2.342
H 2.572 -10.663 0.686
H 1.493 -9.772 1.671
H 3.140 -8.637 -0.558
H 3.724 -7.194 0.433
H 1.421 -6.489 -0.191
H 1.388 -7.081 1.465
H -0.837 -7.456 -1.059
H -1.111 -7.694 0.689
H -1.073 -9.059 -0.483
*
```

Summary:
DFT total energy, eV: -57146.96105
LUMO energy, eV: -9.7
Kohn-Sham gap, Eh: 0.072
Energy above the lowest of the compared OMol25 structures with the same formula, charge and spin, kJ/mol: 894.7